DFT (ωB97M-V/def2-TZVPD) results for a structure of composition C15H33BO2S3Sb2V.

Structure (XYZ):
```
57
Properties=species:S:1:pos:R:3:forces:R:3
V 1.052 -0.974 1.211 -0.2905 -0.0950 -0.2079
S 0.467 0.812 5.082 -0.0433 0.0618 -0.0316
Sb 1.576 -0.986 4.125 0.0694 -0.1738 0.0315
S -0.092 -2.188 2.765 0.0167 0.0170 -0.0231
S 2.615 -1.431 -0.085 0.1840 -0.1427 -0.1109
C -3.454 -1.862 0.885 0.0094 -0.0282 0.0502
C -2.882 -1.037 -0.261 0.0437 0.0450 -0.0968
C -2.954 0.456 0.049 -0.0192 0.0303 0.0299
Sb -0.809 -1.561 -0.600 0.0719 0.0372 0.0665
C -0.526 -0.937 -2.658 -0.1056 -0.0744 -0.0777
C 0.319 0.329 -2.709 -0.0156 0.0164 -0.0046
C -1.828 -0.763 -3.435 -0.0142 0.0110 -0.0072
C -1.039 -3.687 -0.870 -0.0352 -0.0396 0.0464
C 0.307 -4.342 -1.155 0.0171 0.0320 -0.0088
C -2.072 -4.056 -1.928 0.0089 0.0394 -0.0256
H -4.484 -1.557 1.098 0.0006 0.0118 0.0016
H -2.867 -1.723 1.797 -0.0169 -0.0039 -0.0043
H -3.465 -2.931 0.661 0.0048 0.0084 -0.0168
H -3.432 -1.250 -1.182 0.0069 0.0157 0.0095
H -2.383 0.689 0.952 -0.0052 -0.0076 0.0071
H -3.990 0.766 0.223 0.0052 0.0102 0.0052
H -2.554 1.073 -0.761 -0.0001 -0.0213 -0.0234
H 0.048 -1.758 -3.099 -0.0065 -0.0009 0.0210
H -0.213 1.170 -2.254 0.0047 -0.0111 -0.0248
H 0.542 0.601 -3.746 0.0090 0.0042 -0.0001
H 1.258 0.196 -2.171 0.0141 0.0001 -0.0026
H -2.432 0.047 -3.017 0.0060 0.0001 0.0044
H -2.443 -1.664 -3.435 0.0038 0.0105 0.0038
H -1.618 -0.502 -4.478 0.0068 0.0039 0.0035
H -1.387 -4.016 0.114 0.0107 -0.0105 -0.0104
H 0.722 -3.995 -2.106 -0.0060 -0.0141 -0.0076
H 0.189 -5.428 -1.221 0.0265 -0.0056 -0.0005
H 1.044 -4.113 -0.385 -0.0153 -0.0035 0.0209
H -1.730 -3.749 -2.921 -0.0172 -0.0289 -0.0008
H -3.045 -3.594 -1.751 0.0121 0.0051 0.0188
H -2.221 -5.141 -1.959 0.0116 -0.0063 0.0037
C 0.418 3.296 2.273 -0.0235 -0.0335 0.0103
C 1.311 2.515 1.326 -0.0619 0.0552 0.0106
C 0.997 2.827 -0.120 -0.0091 -0.0292 -0.0165
O 1.008 1.107 1.576 0.0158 0.2886 0.0267
B 1.983 0.628 2.451 0.2780 -0.1620 0.6305
O 3.029 1.485 2.622 -0.2654 0.2121 -0.2689
C 2.832 2.589 1.698 0.0861 -0.0516 -0.0897
C 3.227 3.871 2.406 0.0156 -0.0135 0.0433
C 3.744 2.321 0.507 0.0193 0.0211 -0.0015
H -0.623 3.070 2.037 0.0006 0.0050 -0.0004
H 0.576 4.371 2.169 0.0132 0.0052 -0.0140
H 0.592 2.987 3.306 -0.0151 0.0040 -0.0059
H -0.078 2.729 -0.284 -0.0076 -0.0022 0.0081
H 1.512 2.144 -0.793 -0.0013 0.0086 0.0020
H 1.286 3.852 -0.362 0.0064 0.0064 0.0223
H 2.689 3.978 3.345 0.0066 0.0027 -0.0022
H 3.030 4.741 1.776 -0.0075 -0.0076 -0.0161
H 4.296 3.840 2.623 -0.0011 0.0043 -0.0004
H 3.484 1.380 0.020 -0.0055 -0.0077 0.0127
H 4.770 2.240 0.869 -0.0030 0.0016 0.0096
H 3.695 3.134 -0.220 0.0065 0.0001 0.0013
```
Positions in Å, forces in eV/Å.

Results
charge = -1
HOMO energy (spin up / spin down) = -3.92 / -3.64 eV
molecular weight = 646.904 g/mol
LUMO energy (spin up / spin down) = 2.663 / 2.665 eV
multiplicity = 1

Löwdin charges, unit e, in atom order:
1 V -0.4060
2 S -0.2693
3 Sb 0.5640
4 S -0.0817
5 S 0.0847
6 C -0.1592
7 C -0.5695
8 C -0.1589
9 Sb 1.4754
10 C -0.5464
11 C -0.1745
12 C -0.1557
13 C -0.5622
14 C -0.1640
15 C -0.1532
16 H 0.0740
17 H 0.0393
18 H 0.0593
19 H 0.0692
20 H 0.0735
21 H 0.0735
22 H 0.0542
23 H 0.0811
24 H 0.0569
25 H 0.0753
26 H 0.0220
27 H 0.0640
28 H 0.0500
29 H 0.0727
30 H 0.0753
31 H 0.0679
32 H 0.0724
33 H 0.0419
34 H 0.0631
35 H 0.0584
36 H 0.0730
37 C -0.0182
38 C -0.4358
39 C -0.0033
40 O -0.0933
41 B -1.0778
42 O 0.0720
43 C -0.4556
44 C -0.0079
45 C -0.0128
46 H 0.0949
47 H 0.0900
48 H 0.0399
49 H 0.0862
50 H 0.0709
51 H 0.0984
52 H 0.0909
53 H 0.0919
54 H 0.0906
55 H 0.0539
56 H 0.0958
57 H 0.0888

DFT (ωB97M-V/def2-TZVPD) results for a structure of composition C15H33N5Ti.

Structure (XYZ):
```
54
Properties=species:S:1:pos:R:3:forces:R:3
Ti -0.044 0.023 -0.039 -0.4322 0.1387 -0.2392
C 2.071 -0.768 2.697 -0.0442 0.0404 -0.0311
C 1.600 -1.923 1.794 -0.0133 0.0468 0.0552
N 0.240 -1.805 1.196 0.1985 -0.2428 0.0777
C 0.010 -2.968 0.279 0.0139 0.0222 -0.0668
C -1.161 -2.752 -0.671 0.0861 0.1179 0.1079
N -1.059 -1.446 -1.372 -0.0168 -0.0566 -0.1308
C -0.407 -1.430 -2.711 0.0455 -0.0476 0.0399
C 1.066 -1.832 -2.799 -0.0512 0.0472 0.0360
C 2.131 -1.182 -1.893 -0.0511 0.0151 -0.0396
N 1.800 0.132 -1.266 0.2829 -0.0948 -0.0540
C 2.925 0.543 -0.373 -0.0155 0.0080 0.0888
C 2.504 1.628 0.605 -0.0640 -0.0772 -0.1046
N 1.252 1.256 1.307 0.0369 0.0085 0.2108
C 1.393 0.601 2.635 0.0405 -0.0187 -0.0244
H 3.145 -0.652 2.534 0.0028 -0.0022 0.0048
H 1.978 -1.070 3.741 0.0032 -0.0130 -0.0008
H 1.680 -2.859 2.353 -0.0242 -0.0175 -0.0151
H 2.279 -2.028 0.950 0.0239 0.0048 0.0045
H -0.442 -1.870 1.950 -0.0320 0.0433 -0.0147
H -0.131 -3.894 0.840 -0.0202 0.0223 0.0459
H 0.925 -3.095 -0.298 0.0022 -0.0343 0.0061
H -2.096 -2.743 -0.108 -0.0066 -0.0085 0.0025
H -1.217 -3.591 -1.368 0.0001 0.0163 -0.0351
H -2.008 -1.125 -1.541 -0.0121 -0.0175 0.0257
H -0.533 -0.412 -3.088 -0.0077 0.0078 0.0029
H -0.951 -2.085 -3.398 -0.0209 0.0095 0.0005
H 1.332 -1.655 -3.843 0.0130 0.0022 0.0008
H 1.157 -2.913 -2.668 0.0054 -0.0028 -0.0064
H 3.059 -1.092 -2.462 0.0151 0.0133 0.0145
H 2.362 -1.848 -1.064 -0.0036 -0.0194 -0.0020
H 1.728 0.825 -2.010 -0.0454 0.0119 0.0068
H 3.797 0.867 -0.945 -0.0326 0.0106 -0.0548
H 3.227 -0.347 0.178 0.0329 0.0024 -0.0066
H 2.310 2.556 0.064 0.0061 0.0071 -0.0035
H 3.325 1.828 1.298 -0.0210 -0.0009 0.0390
H 0.757 2.121 1.500 -0.0009 0.0083 -0.0310
H 0.379 0.527 3.036 -0.0093 0.0040 -0.0013
H 1.950 1.253 3.315 -0.0176 0.0241 -0.0028
C -4.028 3.451 1.593 -0.0011 -0.0034 -0.0145
C -3.768 3.091 0.122 0.0881 -0.0484 -0.0009
C -4.973 2.359 -0.488 0.0097 0.0041 0.0060
C -3.415 4.344 -0.696 -0.0095 -0.0114 0.0103
C -2.607 2.184 0.073 -0.0820 0.0470 -0.0361
N -1.699 1.477 0.031 0.1458 0.0181 0.1298
H -4.884 4.123 1.628 0.0034 -0.0007 0.0140
H -3.174 3.962 2.036 -0.0037 0.0046 -0.0009
H -4.263 2.567 2.186 -0.0048 0.0021 -0.0010
H -5.829 3.032 -0.451 -0.0053 -0.0106 -0.0066
H -5.222 1.460 0.076 -0.0041 0.0037 0.0016
H -4.794 2.092 -1.529 -0.0038 0.0043 -0.0004
H -4.270 5.018 -0.661 0.0098 0.0080 -0.0089
H -3.216 4.099 -1.739 -0.0051 0.0012 -0.0002
H -2.553 4.864 -0.280 -0.0041 0.0027 0.0025
```
Positions in Å, forces in eV/Å.

Results
relative energy (zero: lowest compared OMol25 entry of this formula, charge and spin) = 23.1 kJ/mol
charge = +2
HOMO energy (spin up / spin down) = -13.27 / -16.63 eV
molecular weight = 331.331 g/mol
LUMO energy (spin up / spin down) = -5.262 / -5.275 eV
multiplicity = 3

Löwdin charges, unit e, in atom order:
1 Ti 0.9049
2 C -0.1412
3 C -0.1776
4 N -0.1195
5 C -0.1678
6 C -0.1531
7 N -0.1517
8 C -0.1836
9 C -0.1401
10 C -0.1758
11 N -0.1234
12 C -0.1699
13 C -0.1578
14 N -0.1592
15 C -0.1877
16 H 0.1202
17 H 0.1262
18 H 0.1365
19 H 0.0881
20 H 0.1434
21 H 0.1431
22 H 0.1028
23 H 0.1329
24 H 0.1392
25 H 0.1206
26 H 0.1240
27 H 0.1336
28 H 0.1267
29 H 0.1209
30 H 0.1375
31 H 0.0872
32 H 0.1442
33 H 0.1427
34 H 0.1038
35 H 0.1326
36 H 0.1386
37 H 0.1149
38 H 0.1220
39 H 0.1328
40 C -0.0229
41 C -0.5803
42 C -0.0240
43 C -0.0221
44 C -0.0782
45 N 0.1295
46 H 0.1047
47 H 0.0953
48 H 0.0957
49 H 0.1047
50 H 0.0950
51 H 0.0948
52 H 0.1049
53 H 0.0960
54 H 0.0958

DFT (ωB97M-V/def2-TZVPD) results for a cluster of 2 separate species, C15H33NO4P in total.

Structure (XYZ):
```
54
Properties=species:S:1:pos:R:3:forces:R:3
C -2.661 -0.732 0.485 -0.0618 0.0601 0.0198
C -1.969 0.479 -0.148 -0.0861 -0.0588 -0.0514
C -0.967 0.135 -1.255 0.1151 -0.1677 -0.1608
O 0.424 0.365 -1.017 -0.1517 0.0960 0.1212
C 1.217 -0.361 -0.079 -0.1923 -0.0336 -0.1560
P 1.084 0.418 1.593 0.1057 0.1068 -0.1291
O 1.093 1.895 1.645 -0.0877 0.0094 -0.0109
C 2.650 -0.116 -0.577 0.3268 0.2006 -0.0526
C 3.677 -1.254 -0.453 -0.1683 -0.2087 -0.1822
C 4.826 -0.977 -1.423 0.1006 -0.1229 -0.0262
C 4.239 -1.373 0.966 0.1625 0.0989 0.0397
N 3.084 -2.591 -0.837 -0.4770 0.3040 0.4213
O 3.621 -3.594 -0.279 0.3357 -0.2968 -0.1170
C 1.609 -2.681 -1.101 0.3383 0.3940 -0.2766
C 1.159 -4.126 -1.010 -0.0998 -0.1713 0.0173
C 1.338 -2.160 -2.523 -0.0939 -0.1236 -0.0336
C 0.935 -1.855 0.001 -0.1585 -0.0713 0.1088
H -3.323 -1.217 -0.239 0.1191 0.0270 0.0042
H -1.969 -1.494 0.846 0.0500 0.0600 0.0732
H -3.291 -0.427 1.324 0.0704 0.0042 -0.0171
H -1.488 1.123 0.592 0.0333 -0.0468 0.0496
H -2.755 1.098 -0.587 0.1265 0.0598 0.0703
H -1.136 0.772 -2.124 -0.0625 -0.0186 0.0688
H -1.127 -0.897 -1.597 -0.0190 0.0556 0.1227
H 2.162 -0.201 2.250 -0.0183 -0.0673 0.0798
H -0.004 -0.216 2.210 -0.2514 -0.0982 0.0403
H 2.534 0.175 -1.620 0.0643 -0.0222 0.0456
H 3.088 0.759 -0.082 -0.0612 -0.0294 -0.0754
H 5.472 -1.856 -1.471 0.0126 0.0933 0.0515
H 5.416 -0.123 -1.082 -0.0276 -0.0138 -0.0215
H 4.461 -0.768 -2.431 -0.0264 -0.0106 0.0746
H 4.531 -0.379 1.316 -0.0065 -0.0790 -0.0201
H 3.522 -1.795 1.671 0.0145 -0.0038 -0.0770
H 5.117 -2.016 0.967 -0.0639 0.0091 0.0284
H 1.878 -4.779 -1.501 -0.0578 0.0125 -0.0071
H 1.042 -4.461 0.022 0.1075 0.0134 -0.0433
H 0.193 -4.222 -1.515 0.0341 0.0346 0.0708
H 1.498 -2.972 -3.237 -0.0084 0.0259 0.0376
H 0.310 -1.807 -2.617 0.1010 -0.1468 -0.0681
H 1.991 -1.344 -2.816 0.0083 0.0511 0.0751
H -0.138 -2.057 0.007 0.0514 0.0708 -0.0280
H 1.323 -2.235 0.958 -0.0903 -0.0047 -0.0687
C -5.423 4.953 0.801 0.0469 -0.0041 -0.0393
C -4.701 3.675 1.197 -0.0502 -0.0420 0.0528
C -3.994 3.806 2.535 0.0347 0.0005 -0.0355
O -3.789 3.265 0.179 -0.0530 0.0270 -0.0276
H -4.706 5.774 0.706 -0.0143 0.0140 0.0098
H -5.928 4.827 -0.156 0.0057 -0.0020 -0.0021
H -6.161 5.237 1.552 -0.0013 -0.0075 0.0117
H -5.423 2.856 1.248 -0.0184 0.0101 0.0192
H -3.238 4.594 2.485 -0.0068 0.0118 0.0189
H -3.493 2.874 2.797 -0.0010 -0.0077 -0.0036
H -4.697 4.062 3.329 -0.0073 0.0000 -0.0016
H -3.113 3.946 0.092 0.0579 0.0085 -0.0004
```
Positions in Å, forces in eV/Å.

Results
relative energy (zero: lowest compared OMol25 entry of this formula, charge and spin) = 0.0 kJ/mol
HOMO energy (spin up / spin down) = -8.08 / -9.50 eV
molecular weight = 322.406 g/mol
LUMO energy (spin up / spin down) = 0.705 / 0.653 eV
multiplicity = 2

Löwdin charges, unit e, in atom order:
1 C -0.1033
2 C -0.2205
3 C -0.1919
4 O -0.1318
5 C -0.5351
6 P 0.7598
7 O -0.4036
8 C -0.0944
9 C -0.4684
10 C -0.0219
11 C -0.0449
12 N -0.1312
13 O -0.0197
14 C -0.4577
15 C -0.0330
16 C 0.0084
17 C -0.0953
18 H 0.0773
19 H 0.0496
20 H 0.0711
21 H 0.0923
22 H 0.0918
23 H 0.1296
24 H 0.1013
25 H 0.0182
26 H 0.0217
27 H 0.1170
28 H 0.1262
29 H 0.0911
30 H 0.0929
31 H 0.0834
32 H 0.0927
33 H 0.0685
34 H 0.0847
35 H 0.0898
36 H 0.0889
37 H 0.0941
38 H 0.0929
39 H 0.0759
40 H 0.0768
41 H 0.1078
42 H 0.1287
43 C -0.0624
44 C -0.5034
45 C -0.0588
46 O -0.0618
47 H 0.0815
48 H 0.0782
49 H 0.0792
50 H 0.1363
51 H 0.0834
52 H 0.0757
53 H 0.0796
54 H 0.0926

DFT (ωB97M-V/def2-TZVPD) results for a structure of composition C15H34Cl2F6NPPdSSi4Te.

Structure (XYZ):
```
66
Properties=species:S:1:pos:R:3:forces:R:3
Pd -1.900 -2.649 1.003 -0.4525 0.0467 0.0758
F 0.163 -2.424 -0.881 0.2204 1.5834 -0.1402
P 0.713 -0.966 -1.314 0.6509 0.2807 -0.5686
F 2.088 -1.097 -0.580 0.2050 -0.8580 0.6608
F 0.173 -0.169 0.056 -0.9089 -0.5258 0.2311
F -0.597 -0.449 -2.035 -0.5560 -0.6305 0.2665
F 1.328 -1.419 -2.671 -0.0743 -0.5002 -0.2407
F 1.338 0.683 -1.684 0.5263 1.0558 -0.7586
S -1.120 -2.130 3.049 0.0646 0.0826 0.0337
C 0.067 -3.421 3.166 -0.0978 -0.0126 0.0313
N -0.037 -4.241 4.242 -0.0392 0.0334 -0.0112
C 0.824 -5.235 4.510 0.0856 -0.0374 -0.0349
C 1.859 -5.492 3.637 -0.0455 -0.0105 0.0646
C 1.993 -4.690 2.512 -0.0140 0.0452 -0.0198
C 1.107 -3.641 2.282 0.0747 0.0273 -0.0984
H -0.806 -4.075 4.885 0.0102 0.0031 -0.0086
H 0.648 -5.795 5.418 0.0056 -0.0060 -0.0065
H 2.547 -6.298 3.847 -0.0025 0.0004 0.0008
H 2.806 -4.866 1.819 0.0060 -0.0029 -0.0010
H 1.234 -2.975 1.436 -0.0199 -0.0896 0.0896
Cl -2.870 -3.523 -1.116 -0.0100 0.0617 0.0222
C -3.034 -5.187 -0.467 -0.0145 -0.0444 -0.0085
Cl -2.350 -5.238 1.176 0.1427 -0.0311 -0.0531
H -2.469 -5.853 -1.108 -0.0101 -0.0131 -0.0135
H -4.088 -5.435 -0.414 -0.0065 0.0042 -0.0087
C -3.833 1.100 -2.251 -0.0235 0.0343 -0.0583
Si -2.637 2.225 -1.401 -0.0814 -0.1278 0.3568
C -3.397 3.511 -0.271 -0.0987 -0.0146 -0.0909
C -1.264 2.826 -2.459 0.0233 0.0953 -0.2736
Si -1.586 1.136 0.536 0.8632 0.0831 -0.2844
Te -3.274 -0.456 1.209 -0.0478 -0.4822 0.2369
Si 0.058 2.238 2.030 -0.4626 0.0383 0.1122
C 1.271 0.936 2.542 0.1913 0.2296 -0.1317
C 0.748 3.548 0.918 0.0483 0.0259 0.0820
C -1.075 2.857 3.363 0.1533 0.0555 0.0791
Si 2.641 1.436 -2.874 -0.1275 -0.2878 -0.0874
C 2.755 3.104 -2.115 -0.1966 -0.0524 0.2287
C 4.123 0.369 -2.637 -0.1922 0.0670 0.1225
C 1.784 1.352 -4.509 -0.0218 -0.1675 0.2235
H -4.487 1.718 -2.875 0.0093 -0.0200 -0.0217
H -4.473 0.546 -1.565 -0.0319 0.0218 -0.0151
H -3.318 0.399 -2.911 -0.0061 -0.0199 0.0397
H -4.271 3.927 -0.785 0.0120 0.0205 0.0088
H -2.707 4.334 -0.078 0.0229 -0.0281 0.0346
H -3.771 3.134 0.686 0.0043 -0.0022 -0.0137
H -1.685 3.496 -3.214 0.0022 0.0363 -0.0483
H -0.791 1.996 -2.981 0.0385 -0.0211 -0.0105
H -0.520 3.386 -1.901 0.1091 0.0670 0.0934
H 1.853 0.561 1.700 -0.0139 0.0360 0.0619
H 0.788 0.108 3.042 -0.1294 -0.2171 0.1236
H 1.965 1.397 3.251 0.0077 0.0240 0.0241
H 1.277 3.130 0.063 -0.0715 -0.0256 0.0185
H 1.472 4.130 1.496 0.0161 0.0162 0.0008
H -0.013 4.245 0.568 -0.0356 0.0102 -0.0122
H -1.567 2.046 3.903 0.0120 0.0107 -0.0287
H -1.833 3.547 2.988 0.0012 -0.0292 -0.0232
H -0.474 3.413 4.089 -0.0184 0.0211 0.0382
H 3.060 3.044 -1.068 0.0700 0.0305 -0.0874
H 1.813 3.652 -2.185 0.0560 0.0102 -0.0241
H 3.510 3.689 -2.638 0.1170 0.0428 -0.1124
H 4.528 0.442 -1.626 -0.0513 -0.0110 -0.0358
H 4.897 0.724 -3.322 0.0457 0.0675 -0.0662
H 3.938 -0.675 -2.878 -0.0355 -0.0879 -0.0178
H 0.962 2.063 -4.584 -0.0025 0.0138 0.0188
H 1.410 0.348 -4.727 0.0386 0.0550 0.0179
H 2.501 1.602 -5.295 0.0660 0.0195 0.0176
```
Positions in Å, forces in eV/Å.

Results
relative energy (zero: lowest compared OMol25 entry of this formula, charge and spin) = 0.0 kJ/mol
charge = +3
HOMO energy (spin up / spin down) = -16.69 / -17.21 eV
molecular weight = 822.743 g/mol
LUMO energy (spin up / spin down) = -10.547 / -11.250 eV
multiplicity = 2

Löwdin charges, unit e, in atom order:
1 Pd 0.0575
2 F -0.1466
3 P 0.2646
4 F -0.0731
5 F -0.2949
6 F -0.1137
7 F -0.0567
8 F -0.1978
9 S 0.5889
10 C -0.6397
11 N 0.0860
12 C 0.0123
13 C 0.0176
14 C 0.0249
15 C -0.0489
16 H 0.1686
17 H 0.1588
18 H 0.1393
19 H 0.1396
20 H 0.1009
21 Cl 0.6022
22 C -0.8294
23 Cl 0.6157
24 H 0.0572
25 H 0.0594
26 C -0.1943
27 Si 0.4131
28 C -0.1925
29 C -0.1848
30 Si 0.3954
31 Te 0.8156
32 Si 0.4532
33 C -0.1844
34 C -0.1822
35 C -0.1949
36 Si 0.6404
37 C -0.1492
38 C -0.1454
39 C -0.1385
40 H 0.0605
41 H 0.0106
42 H 0.0459
43 H 0.0630
44 H 0.0475
45 H 0.0330
46 H 0.0696
47 H 0.0192
48 H 0.0223
49 H 0.0307
50 H -0.0051
51 H 0.0631
52 H -0.0042
53 H 0.0669
54 H 0.0439
55 H 0.0418
56 H 0.0432
57 H 0.0583
58 H 0.0421
59 H 0.0333
60 H 0.0645
61 H 0.0535
62 H 0.0615
63 H 0.0442
64 H 0.0362
65 H 0.0483
66 H 0.0618